The following is a DFT calculation (wB97M-V/def2-TZVPD) of a structure of composition C48H24Cl4N7Rh.

As for the HOMO energy (alpha / beta): -6.40 / -6.40 eV. The calculation puts the HOMO-LUMO gap (alpha / beta) at 3.4 / 3.4 eV. As for the LUMO energy (alpha / beta): -2.971 / -2.968 eV. The strongest force on any atom is 1.9 eV/A. As for the relative energy (zero: lowest compared OMol25 entry of this formula, charge and spin): 7.4145 eV.

Each line ends with the Mulliken charge.
Element x y z (Å)
Rh (-0.172, 0.291, -0.129)  1.19
Cl (-8.456, -0.191, 3.524)  -0.21
C (-7.042, -0.156, 2.527)  0.37
C (-6.948, -1.011, 1.441)  -0.97
C (-5.810, -0.998, 0.658)  -0.17
C (-4.747, -0.155, 0.963)  -0.30
C (-4.880, 0.731, 2.033)  -0.20
C (-6.018, 0.733, 2.816)  -0.88
C (-3.443, -0.186, 0.280)  0.98
C (-2.659, -1.360, 0.304)  0.30
C (-3.170, -2.685, 0.356)  -0.94
C (-2.121, -3.535, 0.127)  -0.74
C (-0.974, -2.718, 0.030)  0.73
C (1.456, -2.768, 0.635)  0.57
C (2.105, -4.109, 0.564)  -0.14
C (2.091, -4.566, -0.864)  0.29
C (2.956, -5.710, -1.179)  -1.44
C (3.640, -6.422, -0.271)  -0.07
Cl (4.813, -7.567, -0.769)  -0.20
C (3.381, -6.390, 1.207)  0.17
C (2.470, -5.158, 1.546)  -0.56
C (1.936, -1.577, 1.115)  0.15
N (1.481, -0.311, 0.864)  -0.20
C (2.342, 0.541, 1.496)  0.06
C (2.519, 1.897, 1.187)  0.95
C (3.486, 2.656, 1.993)  -0.06
C (4.618, 3.249, 1.438)  -0.39
C (5.474, 4.007, 2.213)  -0.99
C (5.227, 4.138, 3.571)  0.40
Cl (6.292, 5.090, 4.541)  -0.21
C (4.137, 3.510, 4.157)  -0.90
C (3.268, 2.784, 3.365)  -0.02
C (1.910, 2.483, 0.062)  0.15
C (2.350, 3.640, -0.649)  -1.01
C (1.554, 3.761, -1.748)  -1.11
C (0.552, 2.748, -1.647)  -0.11
N (0.815, 1.961, -0.562)  -0.15
C (-0.681, 2.814, -2.315)  1.02
C (-1.817, 2.188, -1.783)  -0.01
C (-3.174, 2.614, -1.922)  -0.87
C (-3.912, 1.895, -1.032)  -1.16
C (-3.028, 0.951, -0.424)  -0.14
N (-1.763, 1.159, -0.890)  -0.17
C (-0.818, 3.662, -3.515)  -0.33
C (-0.291, 3.187, -4.714)  -0.09
C (-0.486, 3.876, -5.896)  -0.93
C (-1.208, 5.060, -5.878)  0.42
Cl (-1.508, 5.897, -7.363)  -0.21
C (-1.698, 5.576, -4.688)  -0.86
C (-1.499, 4.875, -3.510)  -0.08
C (3.310, -0.214, 2.241)  -1.30
C (3.090, -1.521, 1.966)  -0.60
N (-1.299, -1.399, 0.106)  -0.20
H (-7.757, -1.686, 1.214)  0.43
H (-5.752, -1.634, -0.211)  0.65
H (-4.066, 1.398, 2.274)  0.46
H (-6.113, 1.405, 3.655)  0.42
H (-4.195, -2.963, 0.495)  0.61
H (-2.145, -4.605, 0.066)  0.48
H (2.074, -3.810, -1.640)  0.67
H (3.168, -5.861, -2.228)  0.41
H (4.258, -6.599, 1.819)  0.59
H (2.601, -4.820, 2.569)  0.66
H (4.842, 3.083, 0.396)  0.71
H (6.330, 4.497, 1.773)  0.42
H (3.970, 3.595, 5.220)  0.43
H (2.400, 2.314, 3.804)  0.49
H (3.156, 4.281, -0.356)  0.64
H (1.599, 4.501, -2.525)  0.56
H (-3.517, 3.392, -2.572)  0.61
H (-4.967, 1.948, -0.851)  0.57
H (0.254, 2.254, -4.718)  0.50
H (-0.098, 3.489, -6.827)  0.41
H (-2.243, 6.508, -4.688)  0.41
H (-1.870, 5.281, -2.580)  0.59
H (4.096, 0.213, 2.832)  0.52
H (3.637, -2.374, 2.311)  0.59
N (0.292, -3.199, 0.026)  0.46
C (0.754, -4.583, -0.059)  0.05
C (0.316, -5.830, 0.559)  -0.12
C (1.433, -6.234, 1.332)  -0.16
N (2.228, -7.292, 1.389)  -0.99
C (-0.732, -6.636, 0.150)  -0.14
N (-1.602, -7.301, -0.209)  -0.76


The following is a DFT calculation (wB97M-V/def2-TZVPD) of a structure of composition C48H28Cl2LaN9O3.

As for the HOMO energy (alpha / beta): -0.77 / -0.79 eV. The calculation puts the HOMO-LUMO gap (alpha / beta) at 4.8 / 4.8 eV. As for the LUMO energy (alpha / beta): 4.009 / 4.009 eV. The strongest force on any atom is 4.2 eV/A. The total charge is -2. As for the relative energy (zero: lowest compared OMol25 entry of this formula, charge and spin): 1.9157 eV.

Each line ends with the Mulliken charge.
Element x y z (Å)
La (0.797, 0.540, -0.497)  1.19
C (0.540, 1.073, -7.414)  -0.55
C (0.042, -0.236, -7.232)  -0.51
C (-0.165, -0.779, -5.936)  -0.50
C (0.155, 0.002, -4.837)  -0.50
C (-0.004, -0.208, -3.345)  2.00
N (-1.246, -0.890, -3.089)  -0.27
C (-1.839, -1.005, -2.009)  -0.01
C (-3.016, -1.878, -1.714)  -0.59
C (-3.683, -2.706, -2.594)  0.07
C (-4.746, -3.483, -2.047)  -0.71
C (-5.034, -3.375, -0.695)  -0.60
C (-4.352, -2.548, 0.166)  -0.53
C (-3.367, -1.711, -0.365)  0.57
C (-2.470, -0.593, 0.104)  -0.40
N (-2.609, -0.141, 1.342)  -0.41
C (-1.890, 0.943, 1.679)  0.35
N (-0.943, 1.585, 1.063)  -0.32
C (-0.609, 2.783, 1.645)  -0.24
N (0.016, 3.808, 1.211)  -0.51
C (0.589, 3.948, 0.044)  -0.98
N (0.631, 2.981, -1.009)  -0.16
C (1.135, 3.635, -2.115)  -0.26
N (1.186, 3.094, -3.400)  -0.73
C (0.638, 1.949, -3.687)  0.27
N (0.199, 1.119, -2.769)  -0.35
C (0.568, 1.355, -5.026)  0.19
C (0.777, 1.893, -6.334)  -0.26
C (1.449, 4.996, -1.820)  0.37
C (1.702, 6.045, -2.719)  -0.31
C (1.814, 7.346, -2.272)  -0.56
C (1.580, 7.529, -0.838)  -0.52
C (1.109, 6.480, -0.004)  -0.45
C (1.099, 5.153, -0.476)  1.17
C (-1.347, 2.754, 2.949)  0.29
C (-1.238, 3.556, 4.132)  -0.31
C (-2.055, 3.237, 5.223)  -0.61
C (-2.912, 2.149, 5.135)  -0.51
C (-2.958, 1.282, 4.049)  -0.16
C (-2.167, 1.636, 2.929)  0.18
N (-1.540, -0.345, -0.813)  0.14
H (0.668, 1.427, -8.421)  0.36
H (-0.038, -0.920, -8.079)  0.32
H (-0.341, -1.824, -5.843)  0.42
H (-3.434, -2.793, -3.666)  0.52
H (-5.301, -4.167, -2.661)  0.40
H (-5.841, -3.944, -0.255)  0.36
H (-4.609, -2.483, 1.187)  0.57
H (1.094, 2.890, -6.376)  0.61
H (1.979, 5.724, -3.762)  0.29
H (2.034, 8.245, -2.879)  0.35
H (1.806, 8.518, -0.515)  0.39
H (0.912, 6.773, 1.069)  0.30
H (-0.590, 4.428, 4.122)  0.48
H (-1.938, 3.851, 6.121)  0.36
H (-3.586, 1.956, 5.997)  0.27
H (-3.652, 0.425, 3.912)  0.43
C (1.008, -1.071, -2.639)  -2.00
H (0.826, -2.150, -2.865)  0.17
H (2.011, -0.765, -3.033)  0.41
O (0.144, 0.452, 5.152)  -0.25
C (0.463, 0.235, 4.101)  0.24
Cl (0.007, -2.438, 1.053)  0.15
C (-0.152, -2.690, 2.697)  1.70
C (-1.428, -2.614, 3.234)  -0.92
C (-1.568, -2.714, 4.630)  -0.30
C (-0.497, -3.005, 5.467)  -0.84
C (0.743, -3.132, 4.848)  0.76
Cl (2.271, -3.489, 5.683)  -0.27
C (0.978, -2.939, 3.487)  -1.60
N (2.289, -2.944, 2.979)  0.09
C (2.529, -3.562, 1.776)  0.15
C (1.878, -4.758, 1.463)  -0.27
C (2.099, -5.350, 0.250)  -0.47
C (2.935, -4.786, -0.696)  -0.59
C (3.648, -3.660, -0.343)  -0.48
C (3.553, -3.118, 0.904)  0.83
C (4.350, -1.905, 1.234)  -1.43
C (3.470, -0.701, 1.548)  0.52
O (3.442, -0.293, 2.728)  -0.73
O (2.765, -0.208, 0.575)  -0.49
H (-2.262, -2.345, 2.617)  0.37
H (-2.508, -2.354, 5.047)  0.30
H (-0.669, -3.190, 6.536)  0.37
H (2.804, -2.087, 3.174)  0.40
H (1.182, -5.209, 2.204)  0.26
H (1.582, -6.304, 0.035)  0.32
H (2.975, -5.198, -1.784)  0.20
H (4.245, -3.143, -1.152)  0.14
H (4.900, -1.651, 0.405)  0.60
H (4.990, -2.001, 2.121)  0.25